# 1
C3H5NS | ωB97M-V with the def2-TZVPD basis set

Output
Orbital gap (Ha): 0.3389
Relative energy (zero: lowest compared OMol25 entry of this formula, charge and spin) (kcal per mole): 10.4
HOMO energy (eV): -8.3
SMILES: S=C1CCN1

Geometry as ORCA input:
```
! wB97M-V def2-TZVPD RIJCOSX def2/J DEFGRID3
* xyz 0 1
C -0.15 0.05 0.02
C 0.71 -1.15 -0.37
C 1.90 -0.18 -0.24
H 0.42 -1.51 -1.36
H 0.66 -1.97 0.35
H 2.56 -0.44 0.62
H 2.47 0.05 -1.15
H 0.81 1.92 0.16
N 0.92 0.90 0.04
S -1.76 0.21 0.29
*
```

---

# 2
C3H5NS | ωB97M-V with the def2-TZVPD basis set

Output
Orbital gap (alpha / beta) (Ha): 0.2742 / 0.2567
Relative energy (zero: lowest compared OMol25 entry of this formula, charge and spin) (kcal per mole): 51.7
⟨S²⟩: 2.032
HOMO energy (alpha / beta) (eV): -6.8 / -9.7

Geometry as ORCA input:
```
! wB97M-V def2-TZVPD RIJCOSX def2/J DEFGRID3
* xyz 0 3
C -0.29 -0.04 -0.11
C 2.21 0.86 0.00
C -1.66 -0.47 0.01
N 0.19 1.10 0.02
S 2.73 -0.67 0.02
H 0.38 -0.88 -0.44
H 2.70 1.80 0.37
H -2.09 0.05 0.76
H -2.28 -0.19 -0.97
H -1.88 -1.55 0.34
*
```

---

# 3
C3H5NS2 | ωB97M-V with the def2-TZVPD basis set

Output
Orbital gap (Ha): 0.2778
Relative energy (zero: lowest compared OMol25 entry of this formula, charge and spin) (kcal per mole): 84.0
HOMO energy (eV): -7.3

Geometry as ORCA input:
```
! wB97M-V def2-TZVPD RIJCOSX def2/J DEFGRID3
* xyz 0 1
C 0.31 0.74 1.78
C 1.41 0.00 1.78
C -0.97 -0.81 -1.20
N -0.89 0.27 1.44
S 1.28 -1.57 0.81
S -0.66 -1.38 0.51
H 0.54 1.78 2.06
H 2.30 0.59 1.91
H -2.09 -0.67 -1.28
H -0.60 -1.60 -1.75
H -0.67 0.19 -1.43
*
```

---

# 4
C3H5NS2 | ωB97M-V with the def2-TZVPD basis set

Output
Orbital gap (Ha): 0.3331
Relative energy (zero: lowest compared OMol25 entry of this formula, charge and spin) (kcal per mole): 54.0
HOMO energy (eV): -8.5
SMILES: C1CN2S[C@@H]2S1

Geometry as ORCA input:
```
! wB97M-V def2-TZVPD RIJCOSX def2/J DEFGRID3
* xyz 0 1
C -0.50 -0.68 0.44
C 0.76 0.04 0.97
C -0.39 0.90 -1.29
N -0.79 -0.37 -0.90
S 0.71 1.69 0.18
S 0.51 -0.43 -2.10
H -0.38 -1.85 0.69
H -1.31 -0.48 1.12
H 0.69 0.01 2.12
H 1.81 -0.36 0.68
H -1.10 1.52 -1.90
*
```

---

# 5
C3H5NS3 | ωB97M-V with the def2-TZVPD basis set

Output
Orbital gap (alpha / beta) (Ha): 0.2270 / 0.3328
Relative energy (zero: lowest compared OMol25 entry of this formula, charge and spin) (kcal per mole): 91.3
HOMO energy (alpha / beta) (eV): -7.0 / -9.1

Geometry as ORCA input:
```
! wB97M-V def2-TZVPD RIJCOSX def2/J DEFGRID3
* xyz 0 1
C 1.28 -0.05 -0.95
C 1.05 -0.18 0.59
C -1.65 -0.02 0.26
N 0.53 -0.10 -1.88
S -0.47 -1.01 1.07
S -1.52 1.69 0.20
S -3.09 -0.84 -0.56
H 2.31 0.38 -0.92
H 1.87 -0.67 1.05
H 1.25 0.74 1.05
H -2.51 1.67 -0.82
H -2.36 -1.70 -1.00
*
```

---

# 6
C3H5NS3 | ωB97M-V with the def2-TZVPD basis set

Output
Orbital gap (Ha): 0.3081
Relative energy (zero: lowest compared OMol25 entry of this formula, charge and spin) (kcal per mole): 46.5
HOMO energy (eV): -8.4
SMILES: S=C1NSCCS1

Geometry as ORCA input:
```
! wB97M-V def2-TZVPD RIJCOSX def2/J DEFGRID3
* xyz 0 1
C -1.01 -0.23 0.00
C 2.24 0.47 0.20
C 1.01 1.29 0.70
H 0.07 -1.99 0.77
H 2.82 0.45 1.13
H 2.75 0.93 -0.73
H 1.07 2.51 1.13
H 0.54 0.77 1.67
N -0.01 -1.11 0.24
S -2.69 -0.35 0.12
S 1.64 -1.24 -0.28
S -0.24 1.34 -0.53
*
```

---

# 7
C3H5NS4 | ωB97M-V with the def2-TZVPD basis set

Output
Orbital gap (Ha): 0.2946
Relative energy (zero: lowest compared OMol25 entry of this formula, charge and spin) (kcal per mole): 38.6
HOMO energy (eV): -8.7
SMILES: S=CNSCSC=S

Geometry as ORCA input:
```
! wB97M-V def2-TZVPD RIJCOSX def2/J DEFGRID3
* xyz 0 1
C 1.79 1.44 0.43
C -0.63 0.31 -0.93
C -1.51 -2.15 0.06
H 2.89 1.21 0.36
H 1.22 -0.29 1.42
H 0.19 0.81 -1.55
H -1.57 0.78 -1.39
H -2.11 -1.33 0.64
N 0.95 0.72 1.23
S 1.47 2.87 -0.44
S -0.73 0.92 0.89
S -0.43 -1.50 -1.11
S -1.55 -3.78 0.39
*
```

---

# 8
C3H5NaO4Rb | ωB97M-V with the def2-TZVPD basis set

Output
Orbital gap (alpha / beta) (Ha): 0.0659 / 0.2312
Relative energy (zero: lowest compared OMol25 entry of this formula, charge and spin) (kcal per mole): 0.0
⟨S²⟩: 0.750
HOMO energy (alpha / beta) (eV): -3.2 / -7.7

Geometry as ORCA input:
```
! wB97M-V def2-TZVPD RIJCOSX def2/J DEFGRID3
* xyz 0 2
Na -4.05 1.04 0.46
O -2.37 0.30 1.66
C -1.10 -0.12 1.46
H -0.76 -1.17 1.64
H -0.51 0.30 2.31
C -0.81 0.01 -0.17
O 0.65 0.00 -0.26
C 1.25 -0.32 -1.39
O 0.74 -0.59 -2.44
O 2.56 -0.09 -1.18
Rb 3.71 0.87 1.46
H -1.05 0.73 -0.96
H -1.32 -0.87 -0.59
H 3.06 -0.08 -2.00
*
```

---

# 9
C3H5NdO3 | ωB97M-V with the def2-TZVPD basis set

Output
Orbital gap (alpha / beta) (Ha): 0.2216 / 0.2870
Relative energy (zero: lowest compared OMol25 entry of this formula, charge and spin) (kcal per mole): 15.8
⟨S²⟩: 3.817
HOMO energy (alpha / beta) (eV): -18.3 / -18.4

Geometry as ORCA input:
```
! wB97M-V def2-TZVPD RIJCOSX def2/J DEFGRID3
* xyz 2 4
H 1.08 -1.92 -1.06
O -0.68 -1.19 0.04
C 0.61 -1.02 -0.43
C -1.17 0.05 0.55
O 1.62 -1.36 0.42
O 0.75 0.45 -0.63
C -0.52 1.06 -0.38
H -0.86 0.20 1.59
H -2.27 0.05 0.50
H -0.38 2.05 0.06
H -1.06 1.15 -1.33
Nd 2.88 0.46 0.67
*
```

---

# 10
C3H5O2 | ωB97M-V with the def2-TZVPD basis set

Output
Orbital gap (Ha): 0.2113
Relative energy (zero: lowest compared OMol25 entry of this formula, charge and spin) (kcal per mole): 68.8
HOMO energy (eV): -1.5

Geometry as ORCA input:
```
! wB97M-V def2-TZVPD RIJCOSX def2/J DEFGRID3
* xyz -1 1
C -3.30 0.09 0.15
C 0.14 -0.54 0.29
C -0.67 0.40 -0.52
O -3.91 1.06 -0.13
O -3.20 -1.02 0.52
H 0.78 -1.26 -0.19
H 0.90 -0.25 1.20
H -0.57 -1.10 0.82
H -0.31 0.45 -1.50
H -0.60 1.45 0.05
*
```

---

# 11
C3H5O2S2 | ωB97M-V with the def2-TZVPD basis set

Output
Orbital gap (Ha): 0.2252
Relative energy (zero: lowest compared OMol25 entry of this formula, charge and spin) (kcal per mole): 55.8
HOMO energy (eV): -2.7

Geometry as ORCA input:
```
! wB97M-V def2-TZVPD RIJCOSX def2/J DEFGRID3
* xyz -1 1
C 0.23 -2.45 1.63
C -0.50 1.32 0.22
C 0.51 0.71 -0.67
O -0.28 -3.46 1.45
O 0.77 -1.63 2.24
S 0.44 -1.07 -0.77
S 0.38 1.52 -2.41
H -0.45 0.68 1.20
H -1.59 1.33 0.09
H -0.09 2.37 0.28
H -0.79 -1.71 -1.15
H 1.37 2.38 -2.10
*
```

---

# 12
C3H5O3 | ωB97M-V with the def2-TZVPD basis set

Output
Orbital gap (Ha): 0.2085
Relative energy (zero: lowest compared OMol25 entry of this formula, charge and spin) (kcal per mole): 98.0
HOMO energy (eV): -2.0

Geometry as ORCA input:
```
! wB97M-V def2-TZVPD RIJCOSX def2/J DEFGRID3
* xyz -1 1
H -1.81 -2.81 -1.30
O -1.75 -2.20 -0.56
O -0.17 0.73 -1.18
C 0.57 -0.34 -1.37
C -0.14 1.20 0.20
O 1.26 -0.58 -0.27
C 0.85 0.26 0.85
H -1.16 1.12 0.60
H 0.18 2.25 0.18
H 0.41 -0.39 1.61
H 1.75 0.75 1.24
*
```

---

# 13
C3H5O3P | ωB97M-V with the def2-TZVPD basis set

Output
Orbital gap (Ha): 0.3787
Relative energy (zero: lowest compared OMol25 entry of this formula, charge and spin) (kcal per mole): 5.9
HOMO energy (eV): -9.5
SMILES: CP1(=O)OC=CO1

Geometry as ORCA input:
```
! wB97M-V def2-TZVPD RIJCOSX def2/J DEFGRID3
* xyz 0 1
C 1.94 0.03 0.31
C 1.44 -1.15 0.62
C -1.19 0.44 -0.77
O 1.58 0.50 -0.98
O 0.12 -0.83 -2.91
O 0.65 -1.64 -0.42
P 0.24 -0.43 -1.46
H 2.83 0.53 0.85
H 1.84 -1.83 1.37
H -0.84 1.49 -0.78
H -1.89 0.15 -1.56
H -1.33 0.08 0.17
*
```

---

# 14
C3H5O3Pm | ωB97M-V with the def2-TZVPD basis set

Output
Orbital gap (alpha / beta) (Ha): 0.2520 / 0.2932
Relative energy (zero: lowest compared OMol25 entry of this formula, charge and spin) (kcal per mole): 12.2
⟨S²⟩: 6.013
HOMO energy (alpha / beta) (eV): -18.2 / -18.2

Geometry as ORCA input:
```
! wB97M-V def2-TZVPD RIJCOSX def2/J DEFGRID3
* xyz 2 5
H 0.77 3.52 -0.87
C 1.88 -0.81 0.65
C 0.64 -0.98 1.07
O -0.42 -0.57 0.25
C -1.50 -1.33 0.12
O -2.25 -0.57 -0.67
H 2.70 -1.10 1.31
H 0.31 -1.42 2.01
H -3.10 -0.98 -0.91
Pm -1.21 1.47 -1.20
O 0.08 3.19 -1.45
H 2.12 -0.41 -0.33
*
```

---

# 15
C3H5O3Sm | ωB97M-V with the def2-TZVPD basis set

Output
Orbital gap (alpha / beta) (Ha): 0.1911 / 0.3583
Relative energy (zero: lowest compared OMol25 entry of this formula, charge and spin) (kcal per mole): 0.0
⟨S²⟩: 15.757
HOMO energy (alpha / beta) (eV): -5.0 / -9.6

Geometry as ORCA input:
```
! wB97M-V def2-TZVPD RIJCOSX def2/J DEFGRID3
* xyz 0 8
H 0.75 -1.77 -1.21
O -0.72 -1.17 0.14
C 0.61 -1.09 -0.33
C -1.15 0.12 0.55
O 1.57 -1.41 0.53
O 0.79 0.34 -0.65
C -0.45 1.02 -0.45
H -0.82 0.34 1.58
H -2.24 0.16 0.50
H -0.26 2.03 -0.08
H -1.00 1.07 -1.41
Sm 2.91 0.38 0.84
*
```

---

# 16
C3H5O3Tb | ωB97M-V with the def2-TZVPD basis set

Output
Orbital gap (alpha / beta) (Ha): 0.2789 / 0.2775
Relative energy (zero: lowest compared OMol25 entry of this formula, charge and spin) (kcal per mole): 104.6
⟨S²⟩: 12.691
HOMO energy (alpha / beta) (eV): -17.2 / -17.1

Geometry as ORCA input:
```
! wB97M-V def2-TZVPD RIJCOSX def2/J DEFGRID3
* xyz 2 7
H 0.84 1.03 -1.14
C -0.25 0.84 -1.06
C -0.66 0.87 0.36
O 0.41 0.42 1.28
C 0.46 -0.86 1.41
O 1.46 -1.21 2.17
Tb -1.32 -1.61 -0.01
O -0.42 -0.47 -1.62
H -0.94 1.50 -1.62
H 0.21 0.06 -2.71
H -1.36 1.59 0.79
H 1.56 -2.17 2.17
*
```

---

# 17
C3H5O3V | ωB97M-V with the def2-TZVPD basis set

Output
Orbital gap (alpha / beta) (Ha): 0.2596 / 0.3694
Relative energy (zero: lowest compared OMol25 entry of this formula, charge and spin) (kcal per mole): 0.0
⟨S²⟩: 6.006
HOMO energy (alpha / beta) (eV): -7.2 / -9.9

Geometry as ORCA input:
```
! wB97M-V def2-TZVPD RIJCOSX def2/J DEFGRID3
* xyz 0 5
H -2.57 -0.74 0.20
O 1.29 -0.75 -0.82
C 1.36 0.36 -0.30
C -1.50 -0.67 -0.16
O 2.40 1.10 -0.21
O 0.28 0.95 0.23
C -0.70 0.12 0.86
V 3.69 1.18 -1.44
H -1.15 -1.70 -0.22
H -1.56 -0.13 -1.12
H -0.20 -0.54 1.57
H -1.34 0.82 1.41
*
```

---

# 18
C3H5O4PS | ωB97M-V with the def2-TZVPD basis set

Output
Orbital gap (Ha): 0.2166
Relative energy (zero: lowest compared OMol25 entry of this formula, charge and spin) (kcal per mole): 32.4
HOMO energy (eV): 0.1
SMILES: O=[P@@]1([O-])O[C@H]1OCC[S-]

Geometry as ORCA input:
```
! wB97M-V def2-TZVPD RIJCOSX def2/J DEFGRID3
* xyz -2 1
C -0.02 1.05 0.47
C 1.35 0.70 1.22
C -0.11 -0.40 -1.20
O -2.72 -0.95 -0.28
O -1.02 -0.91 -2.25
O -1.21 -3.01 -0.60
O -0.18 0.94 -0.86
P -1.44 -1.53 -0.72
S 2.66 1.82 0.80
H -0.80 0.41 0.90
H -0.22 2.12 0.56
H 1.08 0.81 2.29
H 1.63 -0.38 0.95
H 1.01 -0.66 -1.27
*
```

---

# 19
C3H5O4Tl | ωB97M-V with the def2-TZVPD basis set

Output
Orbital gap (alpha / beta) (Ha): 0.3916 / 0.2454
Relative energy (zero: lowest compared OMol25 entry of this formula, charge and spin) (kcal per mole): 37.9
⟨S²⟩: 0.755
HOMO energy (alpha / beta) (eV): -15.0 / -15.0

Geometry as ORCA input:
```
! wB97M-V def2-TZVPD RIJCOSX def2/J DEFGRID3
* xyz 1 2
O 0.06 0.24 1.39
C 0.01 -0.22 0.11
C 1.27 0.96 1.59
O -0.68 -1.27 -0.10
O 1.28 -0.18 -0.42
C 2.19 0.35 0.54
Tl -2.06 -0.67 -1.39
H 1.60 0.80 2.62
H 1.09 2.03 1.42
H 2.80 -0.47 0.95
H 2.84 1.08 0.05
O -1.04 0.93 -0.76
H -0.43 1.53 -1.19
*
```

---

# 20
C3H5O5P | ωB97M-V with the def2-TZVPD basis set

Output
Orbital gap (Ha): 0.2356
Relative energy (zero: lowest compared OMol25 entry of this formula, charge and spin) (kcal per mole): 25.2
HOMO energy (eV): -0.1
SMILES: C=C[C@H](O)OP(=O)([O-])[O-]

Geometry as ORCA input:
```
! wB97M-V def2-TZVPD RIJCOSX def2/J DEFGRID3
* xyz -2 1
C 2.46 -0.46 0.73
C 1.26 0.17 0.77
C 0.39 -0.03 -0.53
O -2.80 -1.09 1.01
O -3.18 -0.45 -1.49
O -2.16 1.28 0.05
O 0.21 1.34 -0.95
O -0.67 -0.86 -0.41
P -2.45 -0.22 -0.19
H 3.07 -0.42 1.63
H 2.68 -1.17 -0.14
H 0.83 0.87 1.49
H 1.15 -0.41 -1.23
H -0.80 1.46 -0.74
*
```